1.
The following is a DFT calculation (ωB97M-V/def2-TZVPD) of a structure of composition C8H20BCl3F4GeMgN5O5PS3.

2S+1: 2
LUMO level (spin up / spin down) in Ha: 0.067 / 0.036
Kohn-Sham gap (spin up / spin down) in eV: 7.3 / 6.8
Charge: -1
E_HOMO (spin up / spin down) in eV: -5.491 / -5.798
<S²>: 0.756
Energy relative to the best compared isomer or geometry (same formula, charge and spin) in kJ/mol: 0.0

XYZ file:
```
52
Properties=species:S:1:pos:R:3:forces:R:3:nbo_charge:R:1
Mg -0.39433 -1.00963 -1.52934 0.704 -0.251 -0.010 1.70
N 0.80702 1.63879 -1.82414 -0.098 -0.070 0.095 -0.68
N -0.24551 2.54464 -1.89744 -0.136 -0.086 0.092 -0.41
C -1.50140 2.05911 -1.90454 0.212 0.299 -0.226 0.67
N -2.50492 2.89734 -2.18945 0.019 0.102 0.039 -0.78
N -1.60938 0.77407 -1.60534 -0.160 -0.191 0.209 -0.60
N -2.79492 0.12520 -1.78736 -0.040 0.298 -0.053 0.65
O -2.59249 -1.08008 -1.90449 -0.578 -0.078 -0.043 -0.44
O -3.88358 0.66906 -1.79196 0.310 -0.308 -0.009 -0.39
H 1.44787 1.84764 -1.07240 0.022 0.020 -0.007 0.39
H 1.29130 1.57127 -2.71601 0.017 -0.002 -0.048 0.41
H -0.09031 3.45574 -2.29987 -0.018 0.064 -0.045 0.38
H -2.27723 3.67109 -2.79138 0.009 0.031 -0.030 0.40
H -3.40584 2.46750 -2.34281 0.005 -0.058 0.032 0.44
S -2.03453 -5.45907 0.05530 0.072 0.114 -0.150 0.04
C -1.63646 -3.90974 -0.51205 -0.208 -0.050 0.470 -0.56
S -2.53138 -2.88574 0.50330 0.045 -0.072 -0.053 -0.06
S -0.53482 -3.53180 -1.71016 0.068 0.125 -0.214 -0.29
F 3.40672 -0.64679 -3.16028 -0.035 -0.003 0.123 -0.54
B 3.03251 -0.69463 -1.84046 0.015 -0.005 -0.082 1.37
F 3.14523 0.55660 -1.21873 0.081 -0.076 0.007 -0.57
F 3.68300 -1.67510 -1.11312 -0.041 0.068 -0.074 -0.55
F 1.57288 -1.03611 -1.81170 -0.044 -0.138 0.011 -0.66
C -1.64882 -1.46060 3.94495 0.040 -0.010 0.018 -0.64
C -1.56275 -0.04596 3.42366 0.049 0.169 -0.036 -0.06
O -0.23352 0.25168 2.95499 0.037 -0.119 -0.074 -0.84
P -0.04196 0.54657 1.35650 -0.337 0.183 0.099 1.62
O 1.48092 1.09583 1.41747 0.036 0.120 0.022 -0.82
C 1.69732 2.50266 1.54638 0.014 -0.018 -0.022 -0.07
C 1.96694 2.88399 2.98664 0.017 0.032 0.017 -0.63
O 0.26995 -0.92063 0.72482 0.084 -0.044 -0.165 -0.91
C 1.43021 -1.67351 1.25864 -0.054 -0.024 -0.002 -0.08
C 1.09818 -3.12840 1.47367 0.042 0.028 -0.012 -0.64
H -2.63305 -1.64271 4.38054 -0.006 0.035 -0.001 0.21
H -0.89267 -1.62716 4.71370 -0.009 -0.005 -0.016 0.21
H -1.50611 -2.17590 3.13805 0.033 -0.047 -0.044 0.23
H -1.77290 0.67933 4.21248 -0.039 -0.024 0.008 0.17
H -2.28388 0.12020 2.61519 -0.003 -0.044 0.026 0.18
H 0.82927 3.04896 1.15460 0.004 -0.012 0.021 0.17
H 2.55526 2.73352 0.91141 0.001 -0.007 0.029 0.19
H 1.11452 2.63466 3.61847 -0.001 -0.006 -0.011 0.22
H 2.15987 3.95609 3.06281 -0.004 -0.005 -0.012 0.21
H 2.83937 2.34911 3.36148 -0.008 -0.014 -0.007 0.22
H 1.70064 -1.20242 2.20084 0.013 0.005 0.013 0.19
H 2.23902 -1.53533 0.54862 -0.005 -0.037 0.032 0.23
H 0.23267 -3.25533 2.12073 -0.050 0.015 0.021 0.21
H 1.96008 -3.59322 1.95859 -0.001 0.002 -0.011 0.21
H 0.91805 -3.65027 0.53780 -0.007 0.013 -0.012 0.24
Cl -0.43691 -1.29596 -6.59676 0.046 0.005 -0.061 -0.51
Ge -0.41354 -0.30986 -4.61301 -0.191 0.020 0.222 0.77
Cl 0.96405 1.45461 -5.08586 0.013 0.080 -0.044 -0.57
Cl -2.37964 0.91067 -4.86297 0.061 -0.025 -0.030 -0.61
```
Forces are in eV/Å.

2.
The following is a DFT calculation (ωB97M-V/def2-TZVPD) of a structure of composition C8H20BrHfO4 at a distorted geometry.

LUMO level in Ha: -0.572
Kohn-Sham gap in eV: 2.6
Charge: +3
E_HOMO in eV: -18.190
Energy relative to the best compared isomer or geometry (same formula, charge and spin) in kJ/mol: 981.7

XYZ file:
```
34
Properties=species:S:1:pos:R:3:forces:R:3:nbo_charge:R:1
Hf -0.68142 -3.94853 4.49583 0.514 1.427 -2.472 1.48
Br -0.24446 -2.55914 2.22772 -0.523 -1.630 2.729 -0.48
C -2.08230 0.93144 1.98362 0.042 0.555 0.210 -0.28
O -0.95696 1.27310 1.18257 -0.212 -0.086 -0.095 -0.30
C -0.92985 2.55872 0.69643 -0.363 0.794 0.543 -0.10
C 0.34410 3.28910 1.21155 0.353 -0.249 -0.731 -0.08
O 1.42120 2.47650 0.88191 0.054 0.290 0.836 -0.28
C 2.66201 3.11236 1.06619 1.355 -0.197 -0.682 -0.30
H -1.98113 -0.10434 2.28719 -0.130 -0.015 -0.296 0.22
H -2.98517 1.18691 1.41515 -0.105 -0.422 -0.003 0.24
H -2.15631 1.56196 2.88805 0.300 0.053 -0.119 0.24
H -1.76428 3.19514 1.00758 -0.181 -0.327 0.062 0.23
H -0.88019 2.56083 -0.40220 0.296 -0.181 -0.047 0.28
H 0.26553 3.38201 2.30931 -0.370 -0.233 0.054 0.28
H 0.45256 4.29779 0.80144 0.076 0.023 0.001 0.25
H 3.02254 3.54307 0.10772 -0.379 0.228 0.114 0.27
H 3.44237 2.35568 1.23245 -0.424 -0.204 0.163 0.26
H 2.68683 3.84538 1.86804 -0.307 0.135 -0.082 0.23
C 2.76513 -2.15805 -1.72212 0.109 0.411 1.035 -0.26
O 1.53082 -2.07993 -1.05723 -0.324 0.241 -0.291 -0.31
C 0.49615 -2.95044 -1.46233 0.500 -1.457 -0.223 -0.11
C -0.61585 -2.20246 -2.13769 0.521 0.310 -0.175 -0.11
O -1.19662 -1.32041 -1.20133 -0.403 -0.448 0.101 -0.41
C -2.56033 -1.09768 -1.46198 -0.912 1.118 0.421 -0.28
H 3.50660 -2.27543 -0.90794 0.136 -0.126 -0.230 0.26
H 2.97246 -1.13846 -2.08569 0.097 -0.193 -0.371 0.26
H 2.83266 -2.95777 -2.44969 -0.032 0.074 -0.174 0.22
H 0.16771 -3.53317 -0.59025 -0.235 0.524 0.215 0.22
H 0.91719 -3.72755 -2.10839 -0.154 0.211 -0.304 0.22
H -1.33745 -2.90259 -2.57780 0.009 -0.217 0.278 0.25
H -0.23647 -1.64149 -3.00726 -0.139 0.241 0.095 0.23
H -2.97972 -0.44298 -0.69240 0.430 0.031 0.129 0.20
H -3.18135 -1.99639 -1.40509 0.348 -0.233 -0.471 0.22
H -2.71601 -0.53317 -2.39336 0.051 -0.449 -0.220 0.23
```
Forces are in eV/Å.

3.
The following is a DFT calculation (ωB97M-V/def2-TZVPD) of a cluster of 4 separate species, C8H20Cl6O8P2 in total at a distorted geometry.

SMILES: COP(=O)(OC)OC.COP(=O)(OC)OC.ClC(Cl)Cl.ClC(Cl)Cl
LUMO level in Ha: 0.003
Kohn-Sham gap in eV: 10.7
E_HOMO in eV: -10.636
Energy relative to the best compared isomer or geometry (same formula, charge and spin) in kJ/mol: 112.0

XYZ file:
```
44
Properties=species:S:1:pos:R:3:forces:R:3:nbo_charge:R:1
C 2.15687 -1.74781 0.56380 -0.522 -0.310 1.798 -0.26
O 3.00023 -2.94257 0.68000 0.011 0.098 0.354 -0.83
P 3.95252 -3.09684 1.97352 -0.045 0.257 0.427 2.54
O 4.11777 -1.81671 2.70691 0.209 -1.657 -0.664 -1.08
O 3.26483 -4.31769 2.86508 0.489 1.815 -1.575 -0.81
C 4.08226 -5.20952 3.62367 -0.030 0.026 -0.201 -0.25
O 5.34554 -3.72695 1.36745 -1.064 1.348 0.542 -0.79
C 5.27723 -4.83041 0.50156 -0.419 -2.341 0.205 -0.26
H 1.77830 -1.51598 1.55932 0.482 0.284 0.299 0.20
H 1.19141 -1.95873 0.10390 0.700 -0.399 -0.986 0.20
H 2.69126 -0.86582 0.21077 0.028 -0.439 -0.371 0.20
H 4.34042 -6.01686 2.93836 0.370 -0.186 0.398 0.18
H 3.48545 -5.59008 4.45258 -0.050 0.044 -0.161 0.20
H 4.95500 -4.70077 4.03304 0.095 -0.129 -0.110 0.19
H 5.51984 -4.75528 -0.55844 -0.404 1.269 0.008 0.20
H 4.31578 -5.32204 0.64996 -0.252 0.039 -0.591 0.18
H 5.96971 -5.62117 0.79010 0.424 0.281 0.661 0.18
C -4.53112 3.08000 1.00472 -0.075 0.208 0.640 -0.24
O -3.20004 2.60412 1.25103 0.723 -0.475 0.449 -0.82
P -1.91223 3.51377 1.05819 0.198 0.103 0.446 2.58
O -2.04004 4.86123 1.61857 -0.067 -0.007 -0.418 -1.10
O -1.68404 3.37958 -0.50689 0.269 0.362 -0.522 -0.83
C -2.57569 4.02789 -1.41618 0.098 0.246 -1.117 -0.27
O -0.64805 2.69477 1.61022 -1.051 -0.329 -0.546 -0.81
C 0.66426 3.26822 1.55223 0.611 0.554 0.157 -0.25
H -5.03146 3.22174 1.96267 0.045 -0.118 0.042 0.20
H -5.06051 2.30852 0.44556 0.137 0.184 -0.143 0.19
H -4.54672 4.05410 0.51586 0.048 -0.227 -0.174 0.19
H -3.23911 4.76795 -0.96866 0.207 -0.121 0.220 0.19
H -3.14741 3.30982 -2.00406 -0.235 -0.377 0.531 0.19
H -1.99658 4.52338 -2.19542 0.330 0.241 0.324 0.20
H 0.76668 4.07474 0.82620 -0.430 0.116 0.033 0.19
H 1.43508 2.55071 1.27096 -0.523 -0.543 -0.003 0.19
H 0.94679 3.64342 2.53585 -0.253 0.077 -0.014 0.20
Cl -3.30386 -0.26125 -6.12159 0.376 -0.013 -0.112 0.02
C -4.53248 0.50240 -5.12244 -0.156 -0.259 -0.481 -0.29
Cl -6.11148 -0.07361 -5.69346 -0.042 0.049 0.400 0.01
Cl -4.46676 2.26341 -5.27088 0.110 -0.163 0.300 0.01
H -4.34236 0.16691 -4.10293 -0.286 0.371 -0.105 0.24
Cl -3.05778 0.26219 -1.54466 0.839 -0.125 -0.768 -0.02
C -1.33220 0.38047 -2.11755 0.102 -0.595 1.089 -0.25
Cl -1.11859 1.22680 -3.63958 -0.260 -0.335 0.400 0.05
Cl -0.50557 -1.26012 -2.10404 -0.837 1.190 -0.241 -0.01
H -0.87317 0.94409 -1.30532 0.101 -0.015 -0.416 0.24
```
Forces are in eV/Å.